Version A
The following is a quantum chemistry calculation of an isolated molecule of C5H8N4, from the Open Molecules 2025 dataset.

Element x y z (Å)
C (-2.450, -0.078, -0.580)
C (0.945, 1.088, -0.077)
C (1.658, 0.005, -0.719)
C (0.063, -0.657, 1.531)
C (-0.016, 0.758, 1.029)
H (-3.407, -0.632, -1.205)
H (-3.122, 0.557, 0.283)
H (1.081, 2.234, -0.585)
H (1.403, -0.070, -1.897)
H (2.805, 0.358, -0.764)
H (1.545, -2.236, -0.747)
H (-0.809, -0.973, 2.165)
H (-0.458, 1.377, 1.753)
N (-1.146, 0.062, -1.094)
N (-0.560, 1.057, -0.237)
N (1.597, -1.305, 0.023)
N (0.871, -1.544, 1.122)

Results
charge = 0
lowest unoccupied orbital energy = 0.4 eV
HOMO level = -8.3489 eV
frontier orbital gap = 8.8 eV

Results of the Mulliken charge analysis, in e, for atoms 1 through 4: -0.23 0.03 -0.57 -0.16

Version B
The following is a quantum chemistry calculation of a cluster of 2 separate species, C5H8N4 in total, from the Open Molecules 2025 dataset.

Element x y z (Å)
C (1.604, -0.459, 1.341)
C (2.734, 0.802, -0.289)
C (2.657, 0.387, 1.105)
C (1.039, -0.614, -0.818)
C (-2.192, 0.074, 1.458)
N (0.989, -1.096, 0.364)
N (1.926, 0.332, -1.186)
N (-2.337, -0.687, 0.261)
N (-2.460, 0.705, 0.217)
H (1.185, -0.633, 2.346)
H (3.542, 1.405, -0.613)
H (3.286, 0.766, 1.847)
H (-2.903, -0.015, 2.329)
H (0.490, -0.998, -1.595)
H (-1.127, 0.167, 1.871)
H (-1.529, -1.016, -0.221)
H (-3.407, 0.960, 0.032)

Results
charge = 0
lowest unoccupied orbital energy = 0.7 eV
HOMO level = -9.0312 eV
frontier orbital gap = 9.7 eV

Results of the Mulliken charge analysis, in e, for atoms 1 through 4: -0.11 -0.05 -0.51 -0.02

Most stable: version B

Version A
The following is a quantum chemistry calculation of an isolated molecule of C4H4N2O2, from the Open Molecules 2025 dataset.

Element x y z (Å)
C (-0.080, 0.272, -1.592)
C (-0.317, -0.878, 0.448)
C (1.020, -1.458, 0.778)
C (-0.197, 1.568, 0.592)
H (-0.209, -0.815, -1.862)
H (-0.977, -0.761, 1.343)
H (-0.838, -1.590, -0.180)
H (-0.321, 1.376, 1.648)
N (-0.239, 0.383, -0.190)
N (1.993, -1.980, 1.187)
O (0.241, 1.188, -2.328)
O (-0.077, 2.695, 0.157)

Results
charge = 0
lowest unoccupied orbital energy = 0.0 eV
HOMO level = -10.6103 eV
frontier orbital gap = 10.6 eV

Results of the Mulliken charge analysis, in e, for atoms 1 through 4: 0.17 -0.88 0.46 0.10

Version B
The following is a quantum chemistry calculation of a cluster of 2 separate species, C4H4N2O2 in total, from the Open Molecules 2025 dataset.

Element x y z (Å)
C (-0.833, 1.559, -2.531)
C (-0.185, -1.425, -1.526)
C (0.198, -0.527, -0.813)
C (0.596, 0.376, 0.240)
N (-1.980, 1.651, -2.341)
N (0.346, -0.222, 1.416)
O (1.035, 1.498, 0.053)
O (-3.109, 1.644, -2.018)
H (0.113, 1.890, -2.844)
H (-0.730, -1.818, -2.343)
H (0.291, -1.206, 1.357)
H (-0.097, 0.284, 2.186)

Results
charge = 0
lowest unoccupied orbital energy = 0.3 eV
HOMO level = -9.7400 eV
frontier orbital gap = 10.1 eV

Results of the Mulliken charge analysis, in e, for atoms 1 through 4: -0.26 0.04 -0.40 0.44

Most stable: version A

Version A
The following is a quantum chemistry calculation of an isolated molecule of C4H4N2O2, from the Open Molecules 2025 dataset.

Element x y z (Å)
C (2.001, -0.185, 0.040)
C (0.719, -0.169, -0.004)
C (-1.529, -0.614, -0.108)
C (-1.442, 0.985, -0.128)
H (2.364, 0.871, 0.395)
H (2.540, -1.220, -0.430)
H (0.110, -1.964, 0.580)
H (0.384, 1.980, -0.298)
N (-0.231, -1.087, -0.191)
N (0.005, 1.162, 0.411)
O (-2.470, -1.315, 0.162)
O (-2.450, 1.556, -0.427)

Results
charge = 0
lowest unoccupied orbital energy = 0.0 eV
HOMO level = -9.6276 eV
frontier orbital gap = 9.6 eV

Results of the Mulliken charge analysis, in e, for atoms 1 through 4: -0.66 0.27 0.46 0.42

Version B
The following is a quantum chemistry calculation of a cluster of 2 separate species, C4H4N2O2 in total, from the Open Molecules 2025 dataset.

Element x y z (Å)
C (-1.346, -0.620, 0.537)
C (0.916, 1.594, -0.936)
C (-0.413, -0.286, -0.587)
N (0.583, 0.755, -0.139)
N (-0.270, -1.054, -1.561)
C (2.071, 0.348, 1.624)
O (1.291, 2.581, -1.419)
O (1.576, -0.394, 2.322)
H (0.411, -0.809, -2.268)
H (-2.389, -0.438, 0.204)
H (-1.253, -1.661, 0.817)
H (-1.175, -0.013, 1.406)

Results
charge = 0
lowest unoccupied orbital energy = 0.5 eV
HOMO level = -10.5652 eV
frontier orbital gap = 11.1 eV

Results of the Mulliken charge analysis, in e, for atoms 1 through 4: -1.00 0.54 0.55 -0.22

Most stable: version B

Version A
The following is a quantum chemistry calculation of a cluster of 3 separate species, C4H4N2O2 in total, from the Open Molecules 2025 dataset.

Element x y z (Å)
C (-2.496, 1.394, -0.231)
C (-1.575, 0.502, -0.310)
C (0.491, 0.996, 0.061)
C (1.679, -2.130, 1.690)
N (2.172, -0.181, -1.229)
N (1.142, 0.341, -0.698)
O (0.833, -2.115, 0.940)
O (2.474, -2.263, 2.516)
H (-3.461, 1.182, -0.321)
H (-2.277, 2.340, -0.021)
H (-1.397, -0.519, -0.455)
H (2.414, 0.453, -1.942)

Results
charge = 0
lowest unoccupied orbital energy (alpha / beta) = -0.6 / -0.6 eV
HOMO level (alpha / beta) = -8.6743 / -8.6795 eV
frontier orbital gap (alpha / beta) = 8.0 / 8.0 eV

Results of the Mulliken charge analysis, in e, for atoms 1 through 4: -0.60 -0.15 -0.12 0.69

Version B
The following is a quantum chemistry calculation of an isolated molecule of C4H4N2O2, from the Open Molecules 2025 dataset.

Element x y z (Å)
C (-0.622, -1.395, 0.767)
C (0.219, 1.025, 0.753)
C (-0.870, 0.754, -0.265)
C (0.086, -0.335, 0.110)
N (-0.965, -2.353, 1.284)
N (0.948, -0.707, -0.996)
O (0.399, -0.902, -2.079)
O (2.144, -0.709, -0.783)
H (1.086, 1.461, 0.422)
H (0.123, 1.056, 1.779)
H (-1.760, 0.856, 0.236)
H (-0.786, 1.248, -1.229)

Results
charge = 0
lowest unoccupied orbital energy = -0.6 eV
HOMO level = -11.3607 eV
frontier orbital gap = 10.7 eV

Results of the Mulliken charge analysis, in e, for atoms 1 through 4: 0.00 -0.63 -0.84 0.85

Most stable: version B